# 1
Molecular formula: C4H6IN2
Method: DFT, ωB97M-V with the def2-TZVPD basis set

The total charge is +1. The value obtained for the orbital gap (alpha / beta) is 7.881 / 7.880 eV. For the total energy, the calculation gives -15316.8742 eV. The value obtained for the highest occupied orbital energy (alpha / beta) is -12.8593 / -12.8590 eV. The value obtained for the lowest unoccupied orbital energy (alpha / beta) is -4.979 / -4.979 eV. Its SMILES is C=[N+]1CNC=C1I. As for the energy relative to the best compared isomer or geometry (same formula, charge and spin): 224.2 kJ/mol. For the strongest force on any atom, the calculation gives 4.858 eV Å⁻¹.

Last column: Mulliken charge in e.
Cartesian coordinates (Å):
C  1.24772  -0.72153  -0.72795  -0.1685
C  -0.94841  0.72194  1.50434  -0.0860
C  1.20375  0.19936  0.37093  -0.3006
C  -0.84068  -0.03811  -0.77376  -0.5972
N  0.09731  -0.90285  -1.46249  -0.2193
N  -0.21758  0.43111  0.49261  0.1700
I  2.70445  1.35598  1.21277  0.3052
H  2.26118  -1.08352  -0.93086  0.3931
H  -2.03574  0.58860  1.29670  0.2861
H  -0.41751  1.25069  2.32668  0.2161
H  -0.13401  -1.84604  -1.45670  0.2865
H  -1.24533  0.74086  -1.41667  0.2904
H  -1.67515  -0.69650  -0.43561  0.4241

=====

# 2
Molecular formula: C4H6IN2O
Method: DFT, ωB97M-V with the def2-TZVPD basis set

The total charge is +1. The value obtained for the orbital gap (alpha / beta) is 8.334 / 8.082 eV. For the total energy, the calculation gives -17360.4747 eV. The value obtained for the highest occupied orbital energy (alpha / beta) is -14.7164 / -13.8674 eV. The value obtained for the lowest unoccupied orbital energy (alpha / beta) is -6.383 / -5.786 eV. As for the energy relative to the best compared isomer or geometry (same formula, charge and spin): 503.1 kJ/mol. For the strongest force on any atom, the calculation gives 6.714 eV Å⁻¹.

Last column: Mulliken charge in e.
Cartesian coordinates (Å):
C  -1.16619  -0.33286  -0.16588  0.3784
C  0.58262  -2.49054  0.23583  -0.3036
C  -1.11780  1.20254  -0.17093  -0.4087
C  0.25568  1.48830  0.47148  -0.4890
N  0.98498  0.29134  0.00560  -0.2346
N  0.14392  -0.71613  -0.21781  0.1236
O  -2.10304  -1.04750  -0.20684  -0.4435
I  2.98487  0.16515  -0.22858  0.4296
H  1.66353  -2.71714  0.08312  0.3126
H  -0.15798  -3.15876  -0.32759  0.3124
H  -0.99079  1.51342  -1.16815  0.2860
H  -2.02084  1.80362  0.29043  0.3494
H  0.60162  2.33553  -0.07696  0.2827
H  0.33941  1.66302  1.47628  0.4048